DFT (ωB97M-V/def2-TZVPD) results for an isolated ion of composition C6H8N and charge +1 in a non-equilibrium geometry.

HOMO (alpha / beta) in eV: -14.186 / -14.186
Orbital gap (alpha / beta) in eV: 9.0 / 9.0
E_LUMO (alpha / beta) in eV: -5.173 / -5.173
Electronic energy in eV: -7828.831
Net charge: +1
Energy above the lowest of the compared OMol25 structures with the same formula, charge and spin in eV: 6.8574

Atoms and positions in Å:
C 1.35534 1.04510 0.05069
C 0.34660 0.52991 -0.87836
C 0.21890 -0.98841 0.65140
C -0.72903 -0.12704 0.05845
C 1.17595 -0.96132 -0.75403
C -2.13132 -0.23038 -0.17183
N 1.56837 -0.36326 0.52849
H 2.22456 1.36769 -0.45178
H 1.21120 1.83396 0.79514
H -0.16487 0.90947 -1.72174
H 0.27502 -1.83337 1.32308
H -2.78353 0.57081 0.22804
H -2.63868 -1.05151 0.42765
H -2.26701 -0.09977 -1.28095
H 2.33849 -0.60190 1.19572

---

DFT (ωB97M-V/def2-TZVPD) results for C7H13N as an isolated structure in a non-equilibrium geometry.

HOMO in eV: -8.851
Orbital gap in eV: 9.8
E_LUMO in eV: 0.920
Electronic energy in eV: -8952.258
Net charge: 0
Energy above the lowest of the compared OMol25 structures with the same formula, charge and spin in eV: 7.6744

Atoms and positions in Å:
C -2.38018 0.69858 -0.74005
C -1.45985 0.85356 0.44409
C -0.19686 0.42921 0.27878
C 0.71751 0.77322 1.35356
C 0.42133 -0.31908 -0.85000
C -0.22253 -1.86363 -0.92143
C 1.48880 -0.10956 -1.62752
H -2.28263 1.66595 -1.68850
H -3.63555 0.58423 -0.36157
H -1.85687 -0.56823 -1.19031
H -1.81241 1.55947 1.13554
H 0.26689 1.14928 2.24657
H 1.55599 1.72817 1.19405
H 0.98769 -0.81350 2.65542
H 2.12920 -0.66478 1.21867
H 0.48497 -1.96723 -1.80852
H -1.30064 -2.05227 -0.67726
H 0.34217 -2.26766 0.01790
H 1.94077 0.84751 -1.59220
H 1.63032 -1.10489 -2.40023
N 1.62011 -0.12427 1.94656

---

DFT (ωB97M-V/def2-TZVPD) results for one molecule with the formula C6H8ClN in a non-equilibrium geometry.

HOMO in eV: -9.470
Structure (SMILES): C#C[C@@]1(CN)C[C@H]1Cl
Orbital gap in eV: 10.4
E_LUMO in eV: 0.959
Electronic energy in eV: -20361.398
Net charge: 0
Energy above the lowest of the compared OMol25 structures with the same formula, charge and spin in eV: 2.1904

Atoms and positions in Å:
C 0.18957 0.27528 2.56576
C 0.03363 0.25918 1.38953
C -0.10746 0.26877 -0.02540
C -0.63998 -1.02476 -0.62050
N 0.33150 -2.13094 -0.25025
C -0.52887 1.62428 -0.62553
C 0.86576 1.15504 -0.85127
Cl 2.26855 1.87862 -0.06152
H 0.38754 0.24216 3.62693
H -0.55133 -0.95717 -1.67574
H -1.67920 -1.19840 -0.30812
H 0.03985 -2.99555 -0.73386
H 0.15695 -2.23564 0.76381
H -1.21768 1.65231 -1.47866
H -0.71536 2.37887 0.11182
H 1.16653 0.80795 -1.82699